No. 1
Density functional theory data (ωB97M-V/def2-TZVPD) for a structure of composition C18H25F5FeN6O4S2Si at a distorted geometry.

Output
Energy relative to the best compared isomer or geometry (same formula, charge and spin) (kJ/mol): 0.0
E_tot (eV): -113730.780
Net charge: -1
Multiplicity: 6
Largest force on an atom (hartree/bohr): 0.0198
LUMO level (spin up / spin down) (eV): 2.57 / 2.56

Each line ends with the Löwdin spin population.
Geometry (Å):
Fe -0.7049 0.9092 -0.0462  4.18
C 0.8583 2.0698 3.3857  0.00
C 1.7360 1.8509 2.1872  0.01
C 3.0864 2.1485 2.2409  0.00
C 3.8748 1.9007 1.1136  0.00
C 3.3276 1.3281 -0.0040  0.00
C 1.9513 0.9789 0.0159  0.01
N 1.1935 1.2982 1.0869  0.06
N 1.2599 0.3416 -0.9372  0.11
Si 2.0072 -0.7026 -2.0800  0.01
C 2.8729 0.1473 -3.5087  0.00
C 3.2767 -1.7603 -1.1950  0.00
C 0.7936 -1.8901 -2.8477  0.00
H 0.6668 1.1075 3.8703  0.00
H -0.1041 2.4748 3.0957  0.00
H 1.3443 2.7333 4.1013  0.00
H 3.5085 2.5785 3.1385  0.00
H 4.9281 2.1620 1.1242  0.00
H 3.9122 1.1537 -0.8988  0.00
H 3.7245 0.7547 -3.1873  0.00
H 2.1794 0.8044 -4.0366  0.00
H 3.2389 -0.6023 -4.2194  0.00
H 4.1569 -1.1904 -0.8853  0.00
H 3.6113 -2.5889 -1.8287  0.00
H 2.8184 -2.1796 -0.2920  0.00
H 0.1179 -1.3872 -3.5433  0.00
H 0.1905 -2.3822 -2.0781  0.00
H 1.3456 -2.6554 -3.4054  0.00
O -3.9181 1.1647 2.0430  0.00
S -2.9220 2.0228 1.1995  0.01
O -3.3838 3.3710 1.2605  0.01
O -1.5676 1.7706 1.7549  0.06
O -2.8559 1.4005 -0.1429  0.07
N -3.1488 -1.7596 -2.3804  0.00
C -2.9191 -0.8175 -3.3639  0.00
C -2.0177 0.0421 -2.8296  0.00
N -1.6880 -0.3661 -1.5520  0.06
C -2.3953 -1.4409 -1.3073  0.00
H -3.7837 -2.5338 -2.4346  0.00
H -3.4055 -0.8511 -4.3234  0.00
H -1.5889 0.9266 -3.2678  0.00
H -2.3830 -1.9971 -0.3845  0.00
C -0.2063 -3.5058 3.3869  0.00
N -1.4379 -2.7688 3.2002  0.00
C -2.5979 -2.9128 3.9394  0.00
C -3.4701 -2.0178 3.4204  0.00
N -2.8814 -1.3269 2.3769  0.00
C -1.6378 -1.7952 2.2600  0.01
S -0.3812 -1.3972 1.1321  0.08
H -0.4057 -4.3623 4.0278  0.00
H 0.5597 -2.8790 3.8445  0.00
H 0.1727 -3.8457 2.4254  0.00
H -2.6838 -3.6293 4.7388  0.00
H -4.4817 -1.8069 3.7320  0.00
H -3.5370 0.2126 2.0657  0.00
F -0.4136 3.2551 -0.3818  0.04
C -0.5993 2.5127 -1.5803  0.17
F -1.8013 2.9142 -2.0809  0.03
C 0.4259 3.1091 -2.5426  0.02
F 0.1856 4.4126 -2.7435  0.01
F 0.3161 2.4973 -3.7414  0.00
F 1.6795 2.9990 -2.1175  0.00

---

No. 2
Density functional theory data (ωB97M-V/def2-TZVPD) for an isolated molecule of C6H9N.

Output
Energy relative to the best compared isomer or geometry (same formula, charge and spin) (kJ/mol): 577.5
E_tot (eV): -7852.174
Net charge: 0
Largest force on an atom (hartree/bohr): 0.0132
LUMO level (eV): 0.84

Each line ends with the Mulliken charge.
Geometry (Å):
C 1.8020 0.5824 -0.2097  -0.91
N 0.3818 0.2310 -0.1451  0.24
C -0.1638 -0.9166 0.7118  -0.50
C -1.4595 -0.1691 0.7104  -0.50
C -0.7352 1.1179 0.3433  -0.44
C -0.3262 -0.3448 -1.4683  -0.98
C -1.1100 -1.1544 -0.4131  -0.09
H 2.1992 0.9525 0.7449  0.30
H 1.9318 1.3298 -0.9944  0.39
H 2.3803 -0.3088 -0.4990  0.33
H 0.3735 -1.4521 1.4937  0.44
H -2.2778 -0.2951 1.4087  0.41
H -0.4511 1.7290 1.2029  0.33
H -1.1912 1.7125 -0.4604  0.34
H 0.4512 -1.0283 -1.8652  0.17
H -1.7210 -2.0337 -0.5760  0.46

---

No. 3
Density functional theory data (ωB97M-V/def2-TZVPD) for an isolated molecule of C6H2O5S at a distorted geometry.

Output
E_tot (eV): -27319.889
Net charge: 0
Largest force on an atom (hartree/bohr): 0.0646
LUMO level (spin up / spin down) (eV): -0.84 / -0.76

Each line ends with the Mulliken charge.
Geometry (Å):
C -0.3035 0.0478 0.0215  0.02
C -0.6567 -1.0440 -0.4990  -0.91
C -0.4778 0.5070 1.4245  0.71
C -1.7251 0.9266 1.8974  0.07
C 0.6775 2.2784 2.5719  0.75
C -1.7218 3.2369 2.2125  0.68
O 1.6279 2.5999 3.1890  -0.44
O -2.1680 4.3190 1.9801  -0.43
O 0.6403 1.1774 1.7367  -0.34
O -2.3763 2.0647 1.9047  -0.36
O -0.4346 3.0651 2.6389  -0.32
S -1.5763 -0.6312 2.6291  -0.19
H -0.1177 0.9420 -0.4312  0.33
H -0.9312 -1.9892 -0.7298  0.44

---

No. 4
Density functional theory data (ωB97M-V/def2-TZVPD) for a structure of composition C22H51N12O2Ti at a distorted geometry.

Output
E_tot (eV): -68727.625
Net charge: +1
Multiplicity: 3
Largest force on an atom (hartree/bohr): 0.0342
LUMO level (spin up / spin down) (eV): -1.88 / -1.89

Each line ends with the Löwdin spin population.
Geometry (Å):
Ti 0.0202 -0.0279 -0.2984  1.40
C 0.6705 0.4299 5.0634  0.01
N 0.0783 -0.3102 3.9707  0.05
C -0.6197 -1.5111 4.3929  0.02
C 0.6461 -0.2799 2.6957  0.23
N -0.1061 -0.1912 1.6274  0.04
C -1.4969 0.1712 1.7679  0.02
C -2.3752 -0.9260 1.1581  0.00
N -1.8813 -1.2608 -0.1864  0.01
C -2.8228 -0.8999 -1.2495  0.01
C -3.1313 0.5911 -1.2690  0.00
N -1.9068 1.3628 -1.3673  0.01
C -2.0362 2.6604 -1.2973  0.00
N -1.1242 3.4894 -1.8565  0.00
C -0.8029 4.7774 -1.2804  0.00
C -0.1908 3.0380 -2.8577  0.00
N -3.1784 3.2849 -0.8074  0.00
C -3.7631 4.4275 -1.4706  0.00
C -3.6850 3.0969 0.5323  0.00
C -1.5553 -2.6846 -0.2852  0.00
C -0.0872 -2.8781 0.1000  0.01
N 0.6174 -1.9347 -0.7337  0.01
C 1.3793 -2.3476 -1.7053  0.01
N 2.0644 -3.5437 -1.6932  0.00
C 1.9898 -4.4861 -2.7868  0.00
C 2.6789 -4.0453 -0.4848  0.00
N 1.5809 -1.5382 -2.7872  0.01
C 0.7089 -0.4160 -3.0705  0.01
C 2.7424 -1.6474 -3.6437  0.00
N 2.0509 -0.4249 2.4741  0.03
C 2.6057 -1.6168 3.1028  0.01
C 2.8706 0.7537 2.7674  0.01
H -0.1230 0.6886 5.7706  0.00
H 1.1023 1.3513 4.6837  0.00
H 1.4321 -0.1416 5.6120  0.00
H 0.0041 -2.1230 5.0564  0.00
H -0.8783 -2.1107 3.5242  0.00
H -1.5350 -1.2453 4.9315  0.00
H -1.6134 1.0870 1.1713  0.00
H -1.7781 0.3640 2.8117  0.01
H -3.4197 -0.5942 1.1195  0.00
H -2.3293 -1.8148 1.7991  0.00
H -3.7674 -1.4593 -1.1349  0.00
H -2.3673 -1.1707 -2.2085  0.00
H -3.7388 0.8318 -0.3911  0.00
H -3.7555 0.7995 -2.1504  0.00
H -1.3305 4.9101 -0.3397  0.00
H -1.0626 5.5892 -1.9650  0.00
H 0.2671 4.8187 -1.0612  0.00
H -0.5243 2.0758 -3.2352  0.00
H 0.8225 2.9434 -2.4540  0.00
H -0.1727 3.7666 -3.6746  0.00
H -3.3880 4.5090 -2.4863  0.00
H -3.5739 5.3638 -0.9361  0.00
H -4.8453 4.2775 -1.5110  0.00
H -3.0608 2.4088 1.0973  0.00
H -4.7183 2.7280 0.5119  0.00
H -3.6841 4.0562 1.0622  0.00
H -1.6633 -3.0080 -1.3253  0.00
H -2.2267 -3.3014 0.3284  0.00
H 0.1941 -3.9221 -0.0745  0.00
H 0.0650 -2.6250 1.1542  0.00
H 1.4450 -4.0494 -3.6180  0.00
H 1.4632 -5.3906 -2.4643  0.00
H 2.9881 -4.7794 -3.1198  0.00
H 2.6469 -3.2840 0.2930  0.00
H 3.7242 -4.2949 -0.6940  0.00
H 2.1905 -4.9546 -0.1189  0.00
H 0.0567 -0.1859 -2.2027  0.01
H 0.0834 -0.6354 -3.9456  0.00
H 1.3144 0.4660 -3.2960  0.00
H 3.4700 -2.3285 -3.2067  0.00
H 3.2086 -0.6624 -3.7520  0.00
H 2.4769 -2.0065 -4.6437  0.00
H 2.0004 -2.4818 2.8316  0.00
H 2.6589 -1.5457 4.1962  0.00
H 3.6182 -1.7627 2.7249  0.00
H 2.3483 1.6522 2.4406  0.00
H 3.8135 0.6708 2.2228  0.00
H 3.1152 0.8426 3.8311  0.00
N 2.2308 0.1317 -0.3845  0.02
N 2.5189 1.5025 -0.6179  0.00
C 1.5061 2.3697 -0.0949  0.01
O 1.8023 3.5214 0.1624  0.01
O 0.3742 1.8164 -0.0102  0.01
H 2.3491 -0.1484 0.6070  0.00
H 2.8565 -0.4300 -0.9620  0.00
H 3.4667 1.8026 -0.3851  0.00

---

No. 5
Density functional theory data (ωB97M-V/def2-TZVPD) for a cluster of 2 separate species, C2H3NO2 in total at a distorted geometry.

Output
Energy relative to the best compared isomer or geometry (same formula, charge and spin) (kJ/mol): 621.1
E_tot (eV): -7701.406
Net charge: 0
Largest force on an atom (hartree/bohr): 0.0421
LUMO level (spin up / spin down) (eV): 0.15 / 0.83

Each line ends with the Mulliken charge.
Geometry (Å):
C -1.0857 1.5529 -0.6157  0.12
C 0.6768 -1.1966 0.5676  0.06
N 0.5042 -0.6569 -0.7067  -0.30
O -2.0842 1.4711 -0.0280  -0.33
O 1.5363 -0.1684 0.0764  -0.20
H -0.5425 2.2235 -1.3221  0.25
H -0.0769 -0.9591 1.3603  0.19
H 1.0720 -2.2665 0.6682  0.22

---

No. 6
Density functional theory data (ωB97M-V/def2-TZVPD) for an isolated molecule of C13H19NO3S3.

Output
Energy relative to the best compared isomer or geometry (same formula, charge and spin) (kJ/mol): 0.0
E_tot (eV): -53927.801
Net charge: 0
Largest force on an atom (hartree/bohr): 0.0193
LUMO level (eV): 0.10

Each line ends with the Mulliken charge.
Geometry (Å):
C -1.9358 -1.9781 -2.9119  -1.63
C -2.0205 -1.4561 -1.4826  0.77
C -3.0730 -2.2135 -0.6871  -0.93
H -2.8231 -3.2742 -0.6445  0.49
H -4.0646 -2.1021 -1.1247  0.42
S -3.1891 -1.6643 1.0522  -0.17
C -4.7065 -0.6417 1.0269  -0.80
C -4.5987 0.6777 0.2755  -0.35
H -4.2321 0.5067 -0.7383  0.17
H -5.6032 1.1006 0.1976  0.40
C -3.6987 1.7096 0.9651  -0.96
N -2.3095 1.3216 0.9699  -0.05
C -1.4497 1.7584 0.0213  0.15
O -1.7206 2.6264 -0.7894  -0.72
C -0.1205 1.1225 0.0412  0.84
C 0.3921 0.0920 0.7853  -1.09
C 1.7154 -0.2226 0.4190  0.11
C 2.1869 0.5785 -0.5942  0.15
S 1.0196 1.7291 -1.1151  -0.26
C 3.5805 0.4205 -1.0360  -0.54
H 3.7063 -0.2203 -1.9064  0.32
H 4.1134 1.3573 -1.1699  0.41
S 4.2718 -0.5118 0.4056  1.10
O 4.7708 0.4144 1.3779  -0.63
O 5.1531 -1.5535 -0.0392  -0.64
C 2.6649 -1.2082 0.9806  -0.62
H 2.5848 -2.2003 0.5428  0.31
H 2.6503 -1.2629 2.0648  0.42
H -0.1445 -0.4354 1.5536  0.52
H -2.0784 0.4951 1.5001  0.15
H -4.0258 1.8585 1.9982  0.42
H -3.7587 2.6581 0.4261  0.41
H -4.9328 -0.4685 2.0793  0.40
H -5.4922 -1.2656 0.5991  0.40
H -1.0524 -1.5710 -0.9899  0.04
H -2.2563 -0.3903 -1.4997  -0.13
H -1.6672 -3.0322 -2.9200  0.38
H -2.8911 -1.8630 -3.4197  0.36
H -1.1836 -1.4247 -3.4678  0.40